{
  "formula": "C32H56AsF6HfN8",
  "method": "ωB97M-V with the def2-TZVPD basis set",
  "symbols": ["Hf", "As", "F", "F", "F", "F", "F", "F", "N", "N", "N", "N", "N", "N", "N", "N", "C", "C", "C", "C", "C", "C", "C", "C", "C", "C", "C", "C", "C", "C", "C", "C", "C", "C", "C", "C", "C", "C", "C", "C", "C", "C", "C", "C", "C", "C", "C", "C", "H", "H", "H", "H", "H", "H", "H", "H", "H", "H", "H", "H", "H", "H", "H", "H", "H", "H", "H", "H", "H", "H", "H", "H", "H", "H", "H", "H", "H", "H", "H", "H", "H", "H", "H", "H", "H", "H", "H", "H", "H", "H", "H", "H", "H", "H", "H", "H", "H", "H", "H", "H", "H", "H", "H", "H"],
  "positions_angstrom": [[1.5273, -3.9427, -0.2004], [0.4773, 0.0490, 0.2350], [0.1883, -0.1783, 1.9388], [0.8890, -1.7336, 0.1604], [2.1651, 0.5082, 0.5267], [-0.0539, 1.7773, 0.3066], [-1.2172, -0.3604, -0.1167], [0.7655, 0.2229, -1.4773], [-3.2070, 2.7977, 4.8769], [3.2751, -2.5068, 1.0001], [2.1165, -0.2313, 4.8287], [0.6393, -3.2634, 2.1856], [0.4845, 4.7931, -4.1006], [-1.1484, -3.5540, 0.1143], [2.9646, -2.1259, -1.6671], [0.1729, -2.7281, -2.2201], [-3.8472, 0.6057, 1.8509], [5.2389, -1.2549, 2.1935], [-4.6107, -2.9923, -0.3480], [-0.7915, -1.7014, -5.4110], [-1.5268, -1.9833, -4.0868], [-3.6592, -3.1630, 0.8340], [-2.2637, -3.3954, 0.4366], [-0.4367, 2.5916, -2.8843], [-3.0716, 2.9612, 2.2420], [-4.3288, -1.8948, -1.3521], [3.7594, -0.1218, -4.6266], [4.4868, -0.9744, -3.5384], [-4.0437, 2.0487, 1.4569], [-2.3582, 3.7538, -1.5855], [3.6288, -1.5934, -2.5068], [1.8149, 2.0154, 3.5604], [0.3235, -3.1213, 3.2941], [4.1448, -1.9609, 1.5140], [5.5172, 0.4520, 0.1704], [-3.1238, 2.8842, 3.7159], [6.1408, -0.5486, 1.1420], [1.9331, 0.7508, 4.2747], [3.0527, 1.0801, -4.1121], [0.4393, 4.0948, 2.8280], [0.0965, -0.4801, -5.3930], [0.5539, 2.8484, 3.7555], [-1.5784, -2.7752, 4.9630], [0.0894, 3.7949, -3.6062], [-0.0867, -2.9471, 4.6941], [-2.1695, -1.5330, 4.3276], [-0.6006, -2.4238, -3.0327], [-1.9287, 2.5669, -2.4798], [-2.9134, 0.2959, 1.3818], [-3.7411, 0.4233, 2.9203], [-0.2096, 1.8120, -3.6115], [-0.2444, 4.8932, 3.1163], [6.2383, 0.8741, -0.5296], [-1.5498, -1.5281, -6.1745], [-3.4206, 3.7073, -1.3460], [-2.0829, -3.6403, 4.5327], [-2.0442, 2.8563, 1.8934], [-5.0381, -1.8839, -2.1796], [-4.4095, -0.9306, -0.8502], [-0.3644, 2.2903, 3.5728], [-4.0149, -4.0189, 1.4077], [-4.6587, -0.0462, 1.5277], [2.1883, 0.9045, -3.4718], [0.3600, -3.8030, 5.1999], [-2.4331, 2.5642, -3.4461], [0.4159, -2.0224, 4.9776], [-1.7774, 3.7354, -0.6633], [5.1128, 1.3341, 0.6668], [-3.8181, 2.1301, 0.3936], [-2.0611, -1.1097, -3.7132], [-2.0877, -1.6235, 3.2445], [4.6448, 0.0910, -0.3742], [-3.7211, -2.2502, 1.4264], [4.8846, -1.8668, -4.0216], [-5.0928, 2.3358, 1.5272], [-0.1946, -2.5714, -5.6846], [-3.3159, 3.9770, 1.9310], [0.1670, 3.7947, 1.8161], [-2.1245, 4.6988, -2.0759], [5.2522, -0.3464, -3.0824], [1.4349, 4.5329, 2.7572], [0.4425, 3.0697, 4.8169], [5.8058, -1.9998, 2.7520], [6.9378, -0.0420, 1.6862], [-5.6390, -2.8313, -0.0244], [0.7626, -0.4961, -4.5304], [4.7852, -0.6121, 2.9478], [0.7459, -0.5592, -6.2649], [6.6971, -1.2565, 0.5275], [-3.2445, -1.5811, 4.5015], [-1.7951, -2.7291, 6.0303], [4.4939, 0.1916, -5.3685], [3.1697, -0.7941, -5.2498], [2.6478, 2.6588, 3.8438], [0.1724, 2.3881, -2.0036], [-4.6501, -4.0283, -0.6844], [1.9966, 1.8044, 2.5066], [-0.5526, 0.3947, -5.4332], [-2.1629, 1.6719, -1.9034], [3.7515, 1.7847, -3.6613], [-2.1665, -2.8467, -4.2694], [-1.7030, -0.6239, 4.7072], [2.6006, 1.6305, -4.9371], [-3.3100, -1.9112, -1.7393]],
  "forces_ev_per_a": [[-2.10, 7.67, 1.25], [-1.29, 2.98, 0.02], [0.30, -0.01, -0.94], [0.34, -0.36, -0.41], [-1.30, -0.85, -0.11], [0.80, -1.90, 0.14], [1.33, -0.27, 0.18], [0.04, -0.67, 0.73], [0.29, 0.12, -2.26], [-0.40, -1.72, -0.39], [-0.02, -0.94, 0.27], [0.58, -1.24, 0.67], [-1.18, -3.36, 1.40], [-1.90, -0.70, 0.62], [2.54, 0.85, -3.62], [-0.55, -1.08, -0.69], [0.32, -0.67, -0.04], [-0.10, -0.05, -0.98], [-0.56, -1.08, -0.41], [0.03, 0.02, 0.07], [0.66, -0.49, -0.10], [-0.20, 0.90, 0.10], [2.47, -0.18, -0.76], [0.57, 0.15, -0.18], [-0.54, 0.77, -0.57], [0.53, 0.22, 0.13], [0.38, -1.15, -0.28], [-0.77, 0.05, -0.47], [0.06, -0.25, 0.40], [0.58, -0.22, -0.63], [-2.69, -1.55, 3.37], [0.25, 0.74, -0.71], [-0.20, -0.13, -1.42], [-0.18, -0.02, 0.37], [-0.81, 0.70, 0.45], [-0.40, -0.34, 1.52], [0.63, 0.45, -0.22], [-0.14, 0.97, -0.25], [-0.83, 1.01, -0.26], [1.15, -0.53, 0.15], [0.10, -0.45, -0.05], [-1.76, 0.25, 0.11], [-0.37, -0.32, -0.59], [0.39, 3.01, -0.38], [0.53, 0.47, -0.21], [-0.22, -0.64, -0.35], [1.32, -0.01, 1.10], [0.26, 1.05, -0.26], [0.04, -0.41, 0.06], [-0.08, 0.35, 0.13], [-0.22, -0.48, 0.23], [-0.06, -0.36, 0.47], [0.18, -0.42, -0.01], [-0.07, -0.38, 0.01], [0.05, 0.06, -0.07], [-0.21, -0.18, 0.30], [0.09, -0.47, 0.15], [0.05, -0.20, 0.06], [-0.09, 0.09, 0.06], [0.16, -0.61, -0.13], [0.25, 0.07, 0.25], [-0.07, 0.04, -0.26], [0.33, -0.29, 0.47], [-0.01, 0.10, 0.32], [-0.69, -0.03, 0.26], [0.43, -0.02, 0.35], [-0.05, -0.07, 0.13], [0.05, 0.02, 0.39], [0.20, 0.23, 0.00], [-0.22, -0.11, -0.02], [0.35, 0.43, -0.20], [0.12, -0.44, -0.17], [0.47, -0.06, 0.40], [0.64, 0.15, -0.07], [0.11, 0.31, 0.48], [-0.23, -0.18, -0.05], [-0.02, 0.28, 0.35], [0.04, -0.15, -0.01], [-0.21, 0.07, -0.01], [0.11, -0.39, 0.26], [0.02, 0.33, -0.10], [0.28, 0.47, 0.01], [0.07, -0.10, -0.08], [-0.12, 0.07, 0.23], [0.15, 0.04, 0.70], [-0.14, 0.31, 0.20], [-0.04, 0.32, -0.17], [-0.12, 0.51, -0.13], [-0.25, -0.56, 0.24], [0.01, 0.52, 0.31], [0.44, -0.33, 0.03], [0.50, 0.05, 0.37], [-0.60, -0.02, 0.33], [0.25, -0.15, 0.24], [0.19, 0.32, -0.16], [-0.10, 0.18, -1.23], [-0.19, -0.09, -0.12], [0.51, 0.28, 0.08], [0.29, -0.37, -0.36], [-0.09, -0.08, 0.30], [-0.49, 0.20, 0.25], [-0.26, 0.10, -0.18], [0.17, 0.04, -0.26], [0.08, -0.21, -0.15]],
  "de_lowest_kj_mol": 0.00,
  "multiplicity": 2,
  "total_charge": 2,
  "homo_energy_ev": [-14.59, -14.59],
  "lumo_ev": [-8.776, -8.608]
}

---

{
  "formula": "C32H56BFNO17P",
  "method": "ωB97M-V with the def2-TZVPD basis set",
  "symbols": ["P", "F", "O", "O", "O", "O", "O", "O", "O", "O", "O", "O", "O", "O", "O", "O", "O", "O", "O", "N", "C", "C", "C", "C", "C", "C", "C", "C", "C", "C", "C", "C", "C", "C", "C", "C", "C", "C", "C", "C", "C", "C", "C", "C", "C", "C", "C", "C", "C", "C", "C", "C", "B", "H", "H", "H", "H", "H", "H", "H", "H", "H", "H", "H", "H", "H", "H", "H", "H", "H", "H", "H", "H", "H", "H", "H", "H", "H", "H", "H", "H", "H", "H", "H", "H", "H", "H", "H", "H", "H", "H", "H", "H", "H", "H", "H", "H", "H", "H", "H", "H", "H", "H", "H", "H", "H", "H", "H", "H"],
  "positions_angstrom": [[-1.1033, 3.7918, 4.1723], [-2.5775, 9.6390, 1.4078], [2.7085, -5.1580, 3.2480], [-2.8872, 6.3882, 3.7994], [-3.6141, 0.6376, 2.9723], [2.4048, -2.9688, -3.0067], [-5.0754, 2.5499, 0.8196], [-1.4823, 1.0430, 1.6166], [5.6770, 1.3557, -3.2162], [-3.8151, -5.2692, -1.7519], [-4.1362, 8.9091, 2.9231], [3.2633, -4.9160, 5.4423], [-2.9585, -5.6015, -3.8336], [1.2429, -1.9788, -1.3196], [1.2046, -4.4032, 4.6273], [3.1511, -3.1660, -0.9688], [7.4411, 0.8284, -1.8833], [-2.3180, -3.8524, -2.7087], [5.9734, -0.7162, -2.3237], [-1.6598, 3.5889, 5.6661], [-5.2047, -6.4364, -4.2703], [2.1766, -2.6300, -1.7213], [-0.6806, 0.1787, 2.4674], [0.0529, 4.4855, -1.9922], [-5.0448, 5.2449, -0.7828], [-3.7562, -6.7837, -3.9785], [-3.5884, 8.6934, 1.8360], [5.0422, -1.4152, -4.4623], [4.7868, -1.1768, -2.9852], [-1.3167, 5.1034, -2.6386], [4.0174, -5.6719, 2.9666], [-3.7799, 6.0348, 1.4410], [6.2940, 0.5702, -2.5376], [-3.1029, 3.0847, 2.1868], [-2.4511, -3.0071, -1.5667], [-3.9056, 7.5040, 0.8222], [1.3774, -2.5475, -3.9034], [-3.0985, -4.9473, -2.6682], [1.9773, -3.8256, 1.0620], [-4.2739, 3.4612, 1.1629], [-3.8836, 5.5223, -1.9064], [-3.0680, 5.6412, 2.8070], [0.7929, -4.1160, 5.9628], [2.4778, -4.8276, 4.5306], [3.0383, -2.9348, 0.4423], [-2.4220, 5.0494, -1.4456], [-1.2146, -1.3531, 2.5346], [-2.5176, 4.1236, 2.9557], [1.0215, 5.6305, -1.3812], [4.1541, -7.1102, 3.4315], [7.9511, 2.1401, -2.1123], [-4.3382, 4.9654, 0.6508], [-2.6786, 1.4979, 2.2619], [3.9594, -0.4775, -2.8250], [-4.1763, 4.9277, -2.8415], [-5.2734, -5.7758, -5.1381], [-5.6638, -5.9081, -3.4314], [-1.6465, 4.5578, -3.5850], [0.4639, -3.1178, -3.7179], [-3.6227, 0.8539, 3.9312], [-0.3477, 2.6851, 3.6621], [-1.9723, 5.6668, -0.5842], [1.9139, 5.8619, -2.0699], [-2.5004, 3.9466, -1.1171], [2.8465, -1.8763, 0.6440], [0.9828, -3.5893, 0.6740], [-5.6187, 4.2874, -1.0529], [4.0101, -3.1755, 0.8777], [8.2994, 2.2296, -3.1439], [4.5098, -2.1176, -2.5136], [0.5995, 3.7865, -2.7108], [-0.1983, -3.6627, 5.9185], [-3.4364, -2.5347, -1.5657], [2.1693, -4.8741, 0.8243], [8.8007, 2.2914, -1.4450], [4.1607, -1.8465, -4.9410], [5.1226, -7.5200, 3.1367], [-0.2209, 4.9441, 4.0973], [4.0672, -7.1869, 4.5178], [-2.2901, -3.5628, -0.6401], [-3.2193, 7.5323, -0.1097], [-3.9430, 6.6598, -2.1203], [1.4736, -3.4111, 6.4453], [4.7858, -5.0294, 3.4076], [-0.3508, -2.1030, 2.5737], [-1.8138, -1.4213, 3.5237], [1.4662, 5.2594, -0.3890], [5.2904, -0.4846, -4.9785], [1.9576, -3.7046, 2.1406], [-1.6923, -2.2261, -1.6355], [-5.8011, 6.0996, -0.7437], [-3.6633, -7.4209, -3.0937], [-5.0075, 7.6365, 0.4941], [0.7262, -5.0417, 6.5390], [5.8897, -2.0911, -4.6006], [-0.2864, 3.8435, -1.0931], [-5.7862, -7.3405, -4.4639], [0.3669, 0.1191, 1.9775], [-1.9837, -1.5919, 1.7071], [7.1999, 2.9022, -1.8927], [1.1867, -1.4755, -3.8133], [3.3606, -7.7284, 3.0045], [1.7141, -2.7534, -4.9204], [0.4224, 6.5828, -1.1185], [-1.1057, 6.2297, -2.8162], [-2.6914, 3.6954, 5.5744], [4.1436, -5.6304, 1.8830], [-0.5090, 0.5696, 3.5274], [-3.3419, -7.3390, -4.8217]],
  "forces_ev_per_a": [[-1.64, 0.95, 1.47], [-1.93, -2.24, 0.34], [0.13, -0.23, 1.13], [-0.61, -2.06, -3.74], [2.52, 1.38, -0.28], [-0.07, 0.11, 0.62], [2.75, 3.54, 0.72], [-1.88, 0.72, 2.45], [0.22, -0.24, 0.35], [0.36, 0.09, -0.34], [2.22, -0.99, -4.90], [-0.32, 0.16, -0.40], [0.23, 0.22, 0.38], [0.40, -0.13, -0.22], [0.49, -0.06, -0.24], [-0.18, 0.28, -0.51], [-0.43, -0.13, -0.12], [-0.16, -0.49, -0.08], [0.17, 0.59, 0.19], [-0.44, -0.16, -1.73], [-0.13, 0.26, 0.15], [-0.11, -0.36, 0.06], [1.60, -2.30, -0.67], [-0.54, 0.17, 0.59], [0.82, -1.16, 0.67], [-0.48, -0.41, -0.06], [-1.09, 1.22, 3.26], [0.19, 0.27, -0.17], [-0.35, -0.30, -0.44], [0.54, 0.49, 1.52], [0.55, -0.38, 0.02], [-1.04, -2.53, -1.18], [0.06, -0.29, -0.12], [0.71, 2.37, 0.38], [0.07, 0.45, 0.40], [0.34, -0.10, 0.24], [-0.37, 0.10, -0.40], [-0.12, 0.07, -0.16], [-0.48, 0.42, -0.58], [-0.96, -1.52, 0.24], [-0.39, 0.36, 0.53], [0.68, 0.48, 2.08], [-0.25, 0.18, 0.47], [0.03, -0.35, 0.08], [-0.32, -0.06, 0.67], [0.19, -0.31, -1.09], [-0.93, 0.69, 1.07], [-1.16, -0.96, -2.70], [0.04, -0.44, 0.26], [-0.15, -0.10, 0.27], [0.24, 0.42, 0.01], [0.27, 1.90, 1.03], [-0.50, -0.86, 0.05], [0.22, 0.11, -0.03], [0.47, 1.06, 1.25], [0.06, -0.16, -0.04], [0.09, -0.15, -0.01], [0.39, 0.84, 1.33], [0.03, 0.18, 0.05], [-0.33, -0.03, -0.86], [-0.21, 0.68, -0.19], [-0.89, -0.97, -1.20], [-1.56, -0.13, 0.97], [0.13, 1.64, -0.31], [-0.07, -0.12, -0.20], [0.13, 0.11, -0.06], [0.86, 1.44, 0.48], [0.07, 0.00, -0.35], [-0.17, 0.08, 0.07], [0.45, 0.22, 0.12], [-0.68, 1.13, 0.93], [0.13, -0.11, -0.28], [0.04, -0.17, 0.11], [0.08, 0.09, 0.13], [-0.14, -0.29, 0.00], [0.07, -0.02, 0.09], [-0.08, 0.06, -0.04], [-0.40, -0.88, -0.50], [0.10, 0.11, -0.10], [-0.15, 0.00, -0.15], [-1.15, 0.22, 1.62], [0.42, -1.92, 0.01], [0.02, -0.21, -0.06], [-0.22, -0.05, 0.11], [-1.26, 1.13, -0.22], [0.96, -0.21, -1.62], [-0.58, 0.51, -1.47], [-0.13, -0.04, 0.09], [-0.07, 0.16, -0.40], [0.02, -0.22, -0.22], [1.14, -1.15, 0.10], [-0.01, 0.25, 0.00], [1.88, -0.04, 0.55], [0.15, 0.13, 0.00], [-0.14, -0.09, 0.08], [0.58, 0.79, -1.49], [0.09, 0.04, -0.02], [-1.75, 0.42, 0.67], [1.56, 0.45, 1.13], [0.03, -0.14, -0.16], [-0.02, -0.16, 0.13], [0.11, 0.06, -0.13], [0.18, -0.10, 0.24], [0.99, -1.43, -0.62], [-0.47, -1.89, -0.24], [0.90, -0.07, 0.47], [-0.29, 0.15, 0.05], [-0.57, -0.29, -1.43], [0.21, 0.26, 0.06]],
  "total_charge": 0,
  "smiles": "CCCCCCC1=C(CC(=O)F)C(=O)C([PH2]=N)=C(B(O)OCC)C1=O.CCOC(=O)OC.CCOC(=O)OC.CCOC(=O)OC.CCOC(=O)OC",
  "homo_energy_ev": -8.90,
  "lumo_ev": -1.829
}